Density functional theory data (ωB97M-V with the def2-TZVPD basis set) for the ion C23H48N4O8P with charge +1 in a non-equilibrium geometry.

The LUMO energy comes out at -3.5 eV. The value obtained for the HOMO energy is -11.6 eV. The net charge is +1.

The geometry in XYZ format:
```
84
Properties=species:S:1:pos:R:3:lowdin_charge:R:1
C -3.27 -5.69 -0.95 -0.110
O -4.05 -4.78 -1.69 -0.185
C -4.17 -3.49 -1.11 -0.239
C -4.45 -2.44 -2.20 -0.169
C -3.51 -1.24 -2.11 -0.217
C -3.85 -0.14 -3.14 -0.200
C -3.66 1.28 -2.60 -0.214
C -2.21 1.69 -2.37 -0.220
C -1.35 1.67 -3.66 -0.184
C -0.47 0.41 -3.83 -0.190
C 1.03 0.69 -4.09 -0.191
C 1.97 0.10 -3.03 -0.205
C 3.14 1.05 -2.70 -0.188
C 4.01 0.53 -1.54 -0.110
C 3.83 1.34 -0.27 -0.310
N 2.45 1.09 0.26 0.184
C 1.85 2.23 0.73 -0.254
N 0.54 2.35 0.69 -0.093
O -0.13 1.21 0.34 -0.133
C -1.15 0.85 1.31 -0.152
C -1.08 -0.65 1.71 -0.182
N -0.10 -1.43 0.98 -0.047
C 0.52 -2.49 1.81 -0.186
C 0.77 -3.78 1.04 -0.440
C 1.68 -4.73 1.81 -0.042
O 1.35 -3.43 -0.22 -0.045
P -0.52 3.86 0.96 0.946
O 0.03 4.33 2.41 -0.233
O 0.30 4.88 0.02 -0.221
N 2.58 3.31 1.24 -0.013
C 2.82 3.21 2.70 -0.046
C 3.96 2.28 3.09 -0.493
O 5.08 2.67 3.21 0.172
O 3.61 0.99 3.38 0.089
C 3.77 3.64 0.44 -0.113
O 3.94 2.70 -0.59 -0.042
H -2.35 -5.21 -0.57 0.067
H -2.99 -6.50 -1.62 0.092
H -3.83 -6.11 -0.10 0.091
H -3.25 -3.23 -0.56 0.100
H -4.99 -3.48 -0.37 0.126
H -5.49 -2.11 -2.11 0.115
H -4.34 -2.96 -3.16 0.126
H -3.58 -0.82 -1.10 0.106
H -2.48 -1.59 -2.25 0.106
H -4.90 -0.26 -3.43 0.113
H -3.27 -0.30 -4.05 0.108
H -4.14 2.02 -3.26 0.115
H -4.20 1.35 -1.64 0.109
H -2.20 2.70 -1.96 0.098
H -1.73 1.05 -1.61 0.079
H -0.68 2.54 -3.63 0.094
H -1.99 1.82 -4.54 0.114
H -0.86 -0.21 -4.65 0.106
H -0.57 -0.20 -2.92 0.086
H 1.29 0.23 -5.05 0.111
H 1.20 1.77 -4.22 0.100
H 2.40 -0.85 -3.38 0.118
H 1.43 -0.10 -2.10 0.097
H 2.72 2.03 -2.47 0.103
H 3.76 1.18 -3.60 0.124
H 5.08 0.56 -1.80 0.127
H 3.76 -0.52 -1.34 0.125
H 4.59 1.01 0.47 0.158
H 2.36 0.31 0.91 0.155
H -2.11 1.08 0.84 0.109
H -1.02 1.44 2.22 0.103
H -0.83 -0.69 2.77 0.114
H -2.10 -1.04 1.60 0.120
H -0.51 -1.87 0.16 0.104
H 1.47 -2.11 2.20 0.116
H -0.13 -2.75 2.65 0.126
H -0.20 -4.26 0.86 0.135
H 1.93 -5.58 1.16 0.085
H 1.21 -5.10 2.73 0.088
H 2.62 -4.21 2.04 0.084
H 1.21 -4.17 -0.84 0.099
H -0.72 4.34 3.03 0.076
H 0.79 4.44 -0.69 0.073
H 3.01 4.21 3.09 0.149
H 1.90 2.85 3.16 0.123
H 3.98 0.38 2.73 0.113
H 4.65 3.73 1.07 0.138
H 3.60 4.60 -0.07 0.147
```


Density functional theory data (ωB97M-V with the def2-TZVPD basis set) for a cluster of 3 separate species, C23H48O11 in total.

The LUMO energy comes out at 0.6 eV. The value obtained for the HOMO energy is -9.1 eV. The net charge is 0.

The geometry in XYZ format:
```
82
Properties=species:S:1:pos:R:3:lowdin_charge:R:1
C 11.00 -1.41 -1.17 -0.078
C 9.81 -0.55 -0.78 -0.281
O 8.67 -1.32 -0.43 -0.141
C 8.70 -1.84 0.88 -0.197
C 7.90 -0.98 1.84 -0.204
O 6.53 -1.17 1.58 -0.119
C 5.70 -0.23 2.22 -0.201
C 4.33 -0.82 2.41 -0.204
O 3.80 -1.18 1.15 -0.112
C 2.68 -2.03 1.22 -0.166
C 1.50 -1.44 1.97 -0.205
C 0.92 -0.13 1.41 -0.085
C -0.60 -0.36 1.46 -0.128
O -0.81 -1.60 2.17 0.004
C 0.31 -2.37 2.02 -0.451
O 0.27 -3.56 1.96 0.155
H 11.29 -2.09 -0.36 0.067
H 11.86 -0.78 -1.40 0.076
H 10.76 -2.01 -2.04 0.078
H 9.51 0.07 -1.62 0.119
H 10.08 0.13 0.05 0.115
H 9.73 -1.93 1.26 0.119
H 8.26 -2.84 0.85 0.134
H 8.13 -1.26 2.88 0.130
H 8.18 0.08 1.70 0.130
H 6.10 0.02 3.21 0.128
H 5.64 0.69 1.63 0.136
H 3.69 -0.07 2.90 0.124
H 4.38 -1.70 3.08 0.138
H 2.38 -2.20 0.18 0.142
H 2.95 -3.00 1.64 0.138
H 1.75 -1.29 3.03 0.156
H 1.25 0.73 1.99 0.116
H 1.23 0.02 0.38 0.121
H -1.18 0.42 1.97 0.121
H -0.99 -0.49 0.45 0.115
C -4.15 -1.52 2.39 -0.098
O -5.28 -0.75 2.74 -0.189
C -5.02 0.33 3.61 -0.204
C -5.60 1.62 3.08 -0.180
O -4.93 2.12 1.93 -0.118
C -5.23 1.54 0.68 -0.184
C -6.53 2.00 0.07 -0.201
O -7.65 1.46 0.74 -0.189
C -8.73 2.34 0.92 -0.112
H -3.88 -2.24 3.17 0.094
H -4.39 -2.07 1.48 0.093
H -3.29 -0.88 2.20 0.062
H -3.94 0.45 3.76 0.123
H -5.47 0.13 4.59 0.126
H -5.43 2.38 3.85 0.128
H -6.67 1.53 2.92 0.120
H -5.19 0.45 0.70 0.121
H -4.44 1.90 0.01 0.108
H -6.54 1.68 -0.98 0.117
H -6.57 3.10 0.08 0.127
H -8.39 3.33 1.24 0.088
H -9.38 1.92 1.69 0.088
H -9.31 2.46 -0.01 0.087
C -4.88 -0.77 -4.05 -0.108
O -4.06 0.38 -4.00 -0.187
C -4.02 1.02 -2.74 -0.212
C -2.61 1.43 -2.36 -0.176
O -1.75 0.34 -2.05 -0.133
C -1.22 -0.44 -3.11 -0.178
C -0.17 0.24 -3.95 -0.204
O -0.73 1.23 -4.79 -0.192
C 0.04 2.40 -4.92 -0.114
H -5.94 -0.51 -4.12 0.088
H -4.59 -1.33 -4.94 0.088
H -4.73 -1.40 -3.17 0.089
H -4.43 0.37 -1.96 0.113
H -4.63 1.94 -2.77 0.128
H -2.70 1.98 -1.42 0.117
H -2.18 2.10 -3.10 0.121
H -2.01 -0.85 -3.74 0.120
H -0.72 -1.27 -2.60 0.127
H 0.31 -0.53 -4.56 0.129
H 0.59 0.68 -3.30 0.123
H 0.43 2.73 -3.96 0.087
H -0.61 3.18 -5.33 0.088
H 0.88 2.26 -5.61 0.088
```


Density functional theory data (ωB97M-V with the def2-TZVPD basis set) for a structure of composition C23H49B3FeO4 in a non-equilibrium geometry.

The LUMO energy (alpha / beta) comes out at -9.8 / -13.4 eV. Its multiplicity is 6. The value obtained for the HOMO energy (alpha / beta) is -17.8 / -17.8 eV. The net charge is +3.

The geometry in XYZ format:
```
80
Properties=species:S:1:pos:R:3:lowdin_charge:R:1
C 1.65 -2.14 2.51 -0.042
C 2.42 -1.73 1.21 -0.251
C 3.89 -1.33 1.38 -0.161
C 4.28 -0.38 2.51 -0.174
C 3.44 0.86 2.78 -0.169
C 3.07 1.75 1.57 -0.194
C 4.19 1.95 0.56 -0.124
C 3.99 3.25 -0.33 -0.090
C 2.63 3.04 -0.95 -0.145
C 2.62 3.62 -2.45 -0.013
C 1.11 3.99 -2.58 -0.104
C 0.12 2.92 -2.20 -0.194
C -1.24 3.50 -1.77 -0.176
C -2.41 2.56 -2.01 -0.029
B -2.19 1.23 -1.24 -0.490
O -1.77 1.26 0.07 0.339
B -2.02 0.14 0.80 -0.518
C -2.64 0.08 2.19 -0.027
C -3.69 -1.04 2.31 -0.156
C -5.08 -0.61 1.80 -0.393
C -5.31 -1.19 0.41 -0.042
C -6.19 -1.04 2.76 -0.035
O -1.60 -1.08 0.14 0.160
B -2.06 -1.15 -1.21 -0.744
O -2.05 -2.36 -1.82 0.122
C -1.08 -2.40 -2.90 -0.111
C -0.57 -3.84 -3.17 -0.104
C 0.74 -4.06 -2.34 -0.163
C 0.25 -4.04 -0.88 -0.082
O -2.40 0.00 -1.85 0.369
H 0.97 -2.99 2.25 0.088
H 2.29 -2.54 3.28 0.134
H 1.03 -1.33 2.89 0.094
H 1.86 -0.98 0.60 0.107
H 2.46 -2.63 0.60 0.105
H 4.37 -2.28 1.57 0.134
H 4.28 -1.00 0.43 0.112
H 5.29 -0.05 2.33 0.123
H 4.32 -0.97 3.41 0.120
H 4.02 1.49 3.44 0.126
H 2.55 0.59 3.35 0.105
H 2.84 2.73 1.98 0.128
H 2.15 1.39 1.12 0.090
H 4.29 1.12 -0.13 0.109
H 5.13 2.15 1.07 0.149
H 3.96 4.13 0.29 0.137
H 4.79 3.34 -1.05 0.137
H 1.83 3.47 -0.37 0.126
H 2.41 1.99 -1.06 0.115
H 3.29 4.45 -2.57 0.130
H 2.97 2.87 -3.14 0.133
H 0.95 4.91 -2.03 0.138
H 1.02 4.20 -3.66 0.179
H 0.46 2.38 -1.33 0.087
H 0.00 2.19 -3.00 0.136
H -1.40 4.44 -2.29 0.127
H -1.15 3.74 -0.72 0.125
H -2.59 2.38 -3.06 0.131
H -3.29 3.05 -1.59 0.143
H -3.09 1.03 2.47 0.133
H -1.86 -0.12 2.94 0.122
H -3.76 -1.37 3.34 0.114
H -3.36 -1.90 1.74 0.102
H -5.06 0.47 1.70 0.131
H -5.16 -2.26 0.41 0.098
H -6.34 -1.02 0.11 0.093
H -4.68 -0.71 -0.34 0.072
H -6.54 -0.19 3.33 0.087
H -5.85 -1.77 3.48 0.078
H -7.03 -1.44 2.21 0.080
H -1.44 -1.90 -3.79 0.143
H -0.25 -1.79 -2.52 0.117
H -1.27 -4.57 -2.77 0.123
H -0.47 -3.98 -4.23 0.128
H 1.19 -5.03 -2.50 0.129
H 1.40 -3.26 -2.61 0.112
H 1.01 -4.34 -0.15 0.100
H -0.17 -3.06 -0.68 0.001
H -0.60 -4.68 -0.78 0.119
Fe 0.12 -2.10 0.76 1.089
```


Density functional theory data (ωB97M-V with the def2-TZVPD basis set) for a structure of composition C23H49N3P4RhSe in a non-equilibrium geometry.

The LUMO energy (alpha / beta) comes out at -8.9 / -12.1 eV. Its multiplicity is 5. The value obtained for the HOMO energy (alpha / beta) is -15.0 / -17.1 eV. The net charge is +3.

The geometry in XYZ format:
```
81
Properties=species:S:1:pos:R:3:lowdin_charge:R:1
Rh -0.49 -0.56 -0.07 0.016
P -1.88 -1.09 1.79 0.761
P 0.66 -2.76 -0.19 0.736
P -2.13 -1.05 -1.70 0.696
H -1.76 3.90 1.23 0.074
C -2.48 3.14 0.88 -0.200
C -3.58 2.88 1.84 -0.045
H -3.42 3.23 2.86 0.064
C -1.35 -0.36 3.40 -0.245
C -1.96 -2.90 2.20 -0.226
C -3.63 -0.55 1.76 -0.229
C 2.06 -3.16 -1.35 -0.289
C 1.58 -3.25 1.33 -0.262
C -0.33 -4.25 -0.57 -0.242
C -3.20 0.41 -1.92 -0.229
C -3.30 -2.38 -1.20 -0.236
C -1.80 -1.54 -3.43 -0.247
H -2.83 3.38 -0.14 0.078
H -4.56 2.62 1.46 0.058
H -1.05 0.69 3.24 0.028
H -0.51 -0.92 3.82 0.037
H -2.16 -0.39 4.14 0.080
H -0.97 -3.36 2.23 0.022
H -2.57 -3.43 1.45 0.042
H -2.44 -3.04 3.18 0.076
H -3.70 0.49 2.13 0.024
H -4.23 -1.22 2.40 0.079
H -4.05 -0.54 0.75 0.022
H 2.39 -4.19 -1.15 0.073
H 2.91 -2.47 -1.21 0.029
H 1.73 -3.09 -2.40 0.034
H 1.64 -4.34 1.40 0.078
H 1.11 -2.86 2.24 0.016
H 2.60 -2.86 1.27 0.047
H 0.34 -5.12 -0.56 0.071
H -0.77 -4.17 -1.57 0.045
H -1.13 -4.42 0.16 0.030
H -4.10 0.12 -2.48 0.075
H -2.65 1.17 -2.49 0.057
H -3.50 0.84 -0.96 0.027
H -4.15 -2.36 -1.89 0.076
H -3.67 -2.25 -0.19 0.010
H -2.82 -3.36 -1.27 0.035
H -2.70 -1.35 -4.04 0.078
H -1.55 -2.60 -3.50 0.059
H -0.96 -0.96 -3.85 -0.007
C 1.17 1.37 -3.53 -0.557
C 0.72 2.63 -3.09 -0.119
C 0.71 3.71 -3.98 -0.046
C 1.21 3.58 -5.28 -0.008
C 1.72 2.35 -5.70 -0.025
C 1.73 1.26 -4.82 -0.088
Se 1.04 -0.19 -2.39 0.897
H -1.94 2.17 0.86 0.023
H 0.38 2.74 -2.07 0.086
H 0.29 4.66 -3.67 0.123
H 1.20 4.44 -5.96 0.137
H 2.09 2.25 -6.71 0.128
H 2.17 0.31 -5.14 0.114
C 4.16 0.60 2.24 -0.106
N 3.85 1.31 0.99 0.010
C 3.43 2.69 1.28 -0.107
N 2.26 2.72 2.18 -0.104
C 2.62 2.03 3.44 -0.098
N 3.04 0.64 3.19 -0.094
C 1.94 -0.20 2.81 -0.251
P 1.27 0.39 1.12 0.914
C 2.87 0.59 0.19 -0.283
C 1.03 2.18 1.60 -0.278
H 5.01 1.10 2.72 0.161
H 4.40 -0.44 2.00 0.152
H 3.17 3.21 0.34 0.156
H 4.25 3.21 1.80 0.160
H 1.75 2.03 4.11 0.153
H 3.47 2.56 3.90 0.155
H 2.28 -1.25 2.75 0.079
H 1.17 -0.13 3.58 0.082
H 2.66 1.15 -0.74 0.062
H 3.28 -0.39 -0.10 0.098
H 0.74 2.75 0.70 0.101
H 0.22 2.26 2.34 0.097
```


Density functional theory data (ωB97M-V with the def2-TZVPD basis set) for a structure of composition C23H49N4P3SeTi in a non-equilibrium geometry.

The LUMO energy (alpha / beta) comes out at -15.5 / -15.5 eV. The value obtained for the HOMO energy (alpha / beta) is -18.4 / -18.4 eV. The net charge is +4.

The geometry in XYZ format:
```
81
Properties=species:S:1:pos:R:3:lowdin_charge:R:1
Ti 0.22 0.30 0.56 0.732
P -1.14 1.33 2.38 0.757
P -0.54 -1.86 1.60 0.750
P -0.67 2.21 -0.78 0.748
H -0.22 -4.10 -5.50 0.078
C 0.51 -3.28 -5.74 -0.077
C 1.20 -2.57 -4.81 -0.095
H 1.08 -2.75 -3.73 0.029
C -2.98 1.30 2.38 -0.190
C -0.83 0.69 4.08 -0.205
C -0.86 3.13 2.66 -0.205
C -0.41 -3.20 0.37 -0.211
C 0.50 -2.53 2.96 -0.209
C -2.19 -2.26 2.29 -0.225
C -0.46 1.79 -2.54 -0.207
C 0.25 3.80 -0.65 -0.202
C -2.39 2.83 -0.81 -0.221
H 0.64 -3.14 -6.84 0.089
H 1.96 -1.84 -5.16 0.063
H -3.30 1.76 3.32 0.097
H -3.35 0.27 2.32 0.037
H -3.38 1.87 1.54 0.042
H -1.46 1.29 4.74 0.091
H 0.22 0.83 4.37 0.060
H -1.10 -0.36 4.18 0.037
H -1.26 3.35 3.66 0.092
H -1.38 3.74 1.92 0.054
H 0.21 3.37 2.65 0.055
H -0.66 -4.15 0.87 0.095
H 0.62 -3.27 -0.03 0.064
H -1.09 -3.05 -0.48 0.043
H 0.17 -3.57 3.15 0.094
H 0.37 -1.95 3.88 0.057
H 1.57 -2.55 2.71 0.052
H -2.15 -3.29 2.67 0.094
H -2.96 -2.19 1.50 0.000
H -2.47 -1.59 3.11 0.044
H -0.80 2.65 -3.14 0.096
H -1.06 0.90 -2.82 0.051
H 0.59 1.59 -2.77 0.065
H -0.29 4.56 -1.23 0.093
H 1.26 3.70 -1.05 0.061
H 0.31 4.14 0.39 0.043
H -2.44 3.57 -1.62 0.091
H -2.67 3.32 0.12 0.047
H -3.10 2.01 -1.02 0.020
C -3.52 -1.40 -2.62 -0.542
C -2.31 -1.85 -3.20 -0.124
C -2.32 -2.29 -4.51 -0.020
C -3.54 -2.30 -5.21 0.033
C -4.69 -1.72 -4.66 -0.005
C -4.67 -1.23 -3.37 -0.103
Se -3.74 -0.84 -0.76 1.006
H -2.29 -0.91 -1.15 -0.151
H -1.38 -1.84 -2.64 0.075
H -1.38 -2.60 -4.96 0.052
H -3.57 -2.74 -6.20 0.134
H -5.63 -1.63 -5.22 0.145
H -5.48 -0.74 -2.87 0.103
C 2.38 0.62 2.58 -0.168
N 2.18 0.64 1.11 -0.236
C 2.92 -0.51 0.51 -0.140
N 4.39 -0.50 0.83 -0.028
C 4.49 -0.49 2.31 -0.113
N 3.81 0.67 2.93 -0.041
C 4.39 1.91 2.36 -0.106
N 4.25 1.95 0.89 -0.041
C 2.79 1.87 0.57 -0.152
C 4.92 0.78 0.30 -0.116
H 1.97 -0.30 3.01 0.111
H 1.91 1.48 3.04 0.120
H 2.84 -0.50 -0.57 0.141
H 2.53 -1.47 0.88 0.119
H 5.57 -0.43 2.58 0.163
H 4.04 -1.41 2.68 0.136
H 3.84 2.77 2.78 0.143
H 5.46 1.93 2.63 0.163
H 2.70 1.89 -0.52 0.134
H 2.33 2.76 1.01 0.132
H 6.00 0.83 0.56 0.165
H 4.77 0.79 -0.78 0.142
```